[1]
26
Properties=species:S:1:pos:R:3 method="wB97M-V/def2-TZVPD" orbital_gap_ev=7.0 spin_multiplicity=1 total_charge=+1 e_tot_ha=-866.6523 de_lowest_kj_mol=9.3
I -0.33402 1.34758 2.40558
N 0.32548 4.79691 0.93128
N -1.99655 -0.56853 0.51203
N -1.13550 -2.31981 -1.55607
N -4.17943 -1.17919 0.06259
C 1.13061 -1.71877 -1.06708
C 2.07562 -1.01942 -0.35033
C 3.54474 -1.19492 -0.63738
C -0.67233 -0.72090 0.20278
C -2.37355 -2.16179 -1.22956
C 0.30806 0.00646 0.90434
C 1.65084 -0.13005 0.65498
C -0.24406 -1.58898 -0.80738
C -2.82038 -1.29419 -0.18457
H 3.92664 -1.96993 0.02571
H 2.34780 0.43705 1.25105
H 0.64372 5.03532 1.87264
H 1.13285 4.59192 0.33949
H 1.46936 -2.37726 -1.85244
H -0.27322 3.96410 0.98371
H -0.19987 5.57964 0.53638
H -4.31827 -0.92150 1.03115
H 4.10478 -0.28530 -0.45535
H -3.11909 -2.71072 -1.79110
H -4.67550 -2.03895 -0.13323
H 3.68128 -1.55878 -1.64921

[2]
27
Properties=species:S:1:pos:R:3 method="wB97M-V/def2-TZVPD" orbital_gap_ev=7.6 smiles="CC(C)c1nc(I)c2n1NC=[NH+][C@]21CO1" spin_multiplicity=1 total_charge=+1 e_tot_ha=-941.7181 de_lowest_kj_mol=0.0
I -4.54924 -0.91759 0.20214
O -2.85447 2.79624 -1.39932
N -1.31450 3.16994 0.39805
N 0.37297 1.54580 0.04052
N -0.61847 0.58310 0.00064
N -1.72639 -1.29763 0.11159
C -0.05093 2.84010 0.36469
C -3.71481 2.93703 -0.27751
C 0.45817 -3.00060 0.15553
C -2.03044 0.88659 0.02577
C -2.61682 -0.32978 0.01021
C 1.72028 -1.15860 -1.31655
C -2.33875 2.38151 -0.15639
C 0.77504 -1.49344 -0.02690
C -0.52902 -0.81188 -0.05255
H 2.51125 -0.46025 -1.13381
H -1.38756 4.15751 0.73020
H 0.15876 -3.31972 -0.85752
H -4.75328 2.43262 -0.38079
H 1.42571 -3.40053 0.43005
H 1.41156 -1.12708 0.83749
H -3.70269 3.96176 0.26207
H 0.65233 3.66066 0.55547
H -0.16635 -3.02625 1.05233
H 1.00944 -0.59462 -2.04839
H 2.05746 -2.00185 -1.77203
H 1.33384 1.14420 -0.25438

[3]
29
Properties=species:S:1:pos:R:3 method="wB97M-V/def2-TZVPD" orbital_gap_ev="6.5 / 4.7" spin_multiplicity=6 total_charge=+2 s2=8.801 e_tot_ha=-2231.7025
Mn 0.00256 0.07555 0.13984
P 0.01306 -0.40510 2.29886
O 0.00145 2.15094 -3.25728
O 2.49221 -1.23428 -0.79080
O -2.49100 -1.22766 -0.78367
N 1.09589 1.36835 4.08259
N -1.34191 1.18875 4.06621
N 0.00914 -0.59696 5.07311
C 1.13281 0.35294 5.15687
C 1.45766 -0.74917 -0.52371
C -1.50417 0.60945 2.76108
C 0.07817 -1.42679 3.87164
C -1.45356 -0.74523 -0.52495
C -0.18297 2.08526 4.14823
C 1.35933 0.82089 2.78060
C -1.24277 0.17746 5.14072
C 0.00145 1.52883 -2.28338
H -1.25316 0.71795 6.10807
H -0.22773 2.76980 3.29222
H 1.01085 -2.00807 3.89350
H 1.05098 0.88824 6.12350
H -0.22706 2.59620 5.13028
H -1.73246 1.39374 2.02571
H -2.34214 -0.09205 2.82118
H -0.75943 -2.13857 3.88222
H 2.29039 0.25034 2.85318
H 1.48048 1.63226 2.04879
H -2.07770 -0.53083 5.05298
H 2.06374 -0.22474 5.08062

[4]
22
Properties=species:S:1:pos:R:3 method="wB97M-V/def2-TZVPD" orbital_gap_ev=9.0 spin_multiplicity=1 total_charge=+1 e_tot_ha=-404.4985 de_lowest_kj_mol=279.6
N 0.07020 0.32771 2.57267
C 0.33749 -0.79150 -0.35260
C 1.40653 1.69666 1.11041
C -1.38752 -0.36205 -1.88619
C -0.95843 1.08222 0.36660
C -0.76770 -0.02000 -0.70588
C 0.29507 -2.08539 -2.23030
C 0.97583 -1.75866 -1.04020
C -0.85661 -1.44602 -2.65912
C 0.27368 0.78720 1.20202
H 2.22793 1.13454 1.50693
H 1.59614 1.73474 -0.03747
H 0.78882 -2.80103 -2.80535
H -1.85493 0.92325 1.06490
H -2.30136 0.10273 -2.25694
H 1.15974 2.65575 1.46271
H -1.09774 2.23427 0.07267
H -1.56575 -1.76456 -3.40196
H -0.94843 0.12506 2.70846
H 0.19343 1.11178 3.23500
H 0.62045 -0.56235 2.89184
H 1.79316 -2.32434 -0.81821

[5]
22
Properties=species:S:1:pos:R:3 method="wB97M-V/def2-TZVPD" orbital_gap_ev="6.5 / 6.5" spin_multiplicity=1 total_charge=+1 e_tot_ha=-404.3743 de_lowest_kj_mol=605.6
N -0.35726 -1.40494 0.03864
C 2.20415 -1.05296 -0.36285
C -1.78673 0.68419 0.38213
C -0.34872 -2.18779 2.46914
C -0.35776 -1.81510 1.31128
C -0.45581 0.01145 -0.29397
C -0.59843 0.01300 -1.83893
C 2.03261 0.20649 -0.28525
C 0.64971 2.08655 0.47095
C 0.67570 0.85505 0.01829
H -2.60245 0.17188 0.00448
H 0.37805 -0.08819 -2.38471
H -0.45099 -2.40701 3.51810
H -0.05474 -1.93565 -0.72426
H -1.25026 -0.68817 -2.23749
H 2.91944 0.82985 -0.26349
H -1.57867 0.84223 1.47949
H 1.53084 2.55992 0.63515
H -0.89779 1.11715 -2.01687
H -1.94146 1.64671 -0.13717
H -0.30258 2.55229 0.36599
H 2.59315 -1.99695 -0.14864

[6]
24
Properties=species:S:1:pos:R:3 method="wB97M-V/def2-TZVPD" orbital_gap_ev=8.4 spin_multiplicity=1 total_charge=0 e_tot_ha=-534.7235 de_lowest_kj_mol=493.3
O 1.76648 1.71036 -0.42497
N 3.02151 1.17015 -0.11889
N 2.39429 -1.13794 -0.06203
C 3.22278 -0.14429 -0.11983
C -0.93108 -0.07456 1.33124
C -3.72910 1.18477 -0.65575
C 0.41008 -0.36634 1.23517
C -3.39542 0.08147 0.28039
C -0.00067 -1.29899 -0.87800
C -1.30323 -1.15231 -0.71386
C 1.00627 -0.92543 0.09086
C -1.88770 -0.33177 0.31093
H -3.77718 0.85520 -1.79007
H 3.87051 1.72604 -0.46945
H -3.86263 -0.78391 -0.21600
H -1.51329 0.31658 2.26919
H -3.15526 2.31581 -0.71388
H -3.85332 0.21609 1.21106
H 0.21610 -1.96445 -1.66937
H -1.97355 -1.59426 -1.37351
H 0.85919 0.01464 2.18805
H -4.86718 1.43476 -0.21571
H 4.31369 -0.51294 -0.24366
H 1.34890 2.23278 0.40261

[7]
25
Properties=species:S:1:pos:R:3 method="wB97M-V/def2-TZVPD" orbital_gap_ev=9.6 smiles="CONC(=O)N(C)c1ccccc1" spin_multiplicity=1 total_charge=0 e_tot_ha=-610.0545 de_lowest_kj_mol=182.0
O 0.39895 1.69340 -0.64354
O 3.12159 -0.23084 -0.17950
N 1.04590 -0.95923 0.20573
N 1.54732 1.39230 0.04469
C 1.69650 -2.28368 0.34254
C 1.94158 0.04448 -0.01915
C -3.11892 -0.24270 -0.07503
C -1.08877 -1.37651 -0.87100
C -2.38337 0.25291 1.00572
C -1.03349 -0.01940 1.19653
C -0.33617 -0.84392 0.23204
C -2.44548 -1.09505 -0.93295
C -0.18558 2.85733 -0.19277
H -3.01702 -1.60336 -1.66928
H -2.86896 0.92294 1.73279
H -0.45401 2.75545 0.85143
H 2.72108 -2.04744 0.66244
H 1.09648 -2.92834 1.05028
H -0.52462 0.38888 1.97643
H 2.36192 1.90325 -0.36497
H -0.74560 -2.07779 -1.58075
H -4.11674 0.14073 -0.22249
H 1.77441 -2.75516 -0.62084
H -1.19362 2.97506 -0.79005
H 0.37210 3.83298 -0.30929

[8]
25
Properties=species:S:1:pos:R:3 method="wB97M-V/def2-TZVPD" orbital_gap_ev="8.8 / 8.8" smiles="C=[NH+]C[C@@H]1CC=C1c1nc(C)no1" spin_multiplicity=1 total_charge=+1 e_tot_ha=-589.2327 de_lowest_kj_mol=560.2
O -1.09336 -0.30263 -2.36800
N 1.38627 -0.59944 1.75251
N -0.16179 1.15189 -1.07001
N -0.64038 0.69265 -3.13019
C -0.16066 1.60671 -2.33828
C 1.45672 -1.24286 0.63965
C -0.93585 -0.67346 0.04302
C -0.94902 -0.20792 1.45776
C -1.14465 -1.72306 1.80229
C -0.77161 0.01625 -1.14002
C 0.46771 0.42838 1.93756
C 0.55654 2.71033 -2.85423
C -0.99973 -2.02571 0.36959
H 1.25112 -0.78789 -0.24436
H 0.15444 3.15109 -3.80435
H 1.90844 -1.14599 2.51518
H -2.15427 -1.71539 2.25878
H 0.54617 1.31529 1.30198
H -1.69891 0.56290 1.80815
H 0.43244 0.53475 3.01202
H -0.39200 -2.28333 2.42084
H -1.17462 -2.97052 0.08474
H 1.60711 2.35495 -3.00895
H 1.95838 -2.30419 0.55587
H 0.55152 3.45718 -2.00156

[9]
25
Properties=species:S:1:pos:R:3 method="wB97M-V/def2-TZVPD" orbital_gap_ev="7.2 / 7.2" spin_multiplicity=1 total_charge=0 e_tot_ha=-569.0198 de_lowest_kj_mol=393.0
N -1.99623 -0.33974 2.03151
N 1.04058 0.15341 0.46347
N 3.86563 1.85657 -0.32540
N -1.44334 0.95437 -0.73827
C -1.12234 -0.47724 1.30245
C 0.84651 1.43105 1.08166
C -3.96176 1.48264 -0.97520
C 3.10099 1.01359 -0.19730
C -0.00128 -0.73674 0.53536
C 2.71995 -1.54565 -0.41014
C 2.22670 -0.13178 -0.10007
C -2.51295 1.24483 -0.89962
C -0.10499 -2.11787 -0.18153
H 2.75995 -2.25721 0.44884
H -4.22732 2.28740 -1.69954
H 2.00339 -2.02177 -1.08980
H -4.42572 0.58792 -1.22218
H 3.74121 -1.36347 -0.87383
H 0.64456 2.31792 0.47185
H -1.18522 -2.25945 -0.07480
H 1.79261 1.75658 1.70669
H 0.15005 -2.12799 -1.22753
H -4.21836 1.80625 0.05283
H 0.40263 -2.78786 0.37915
H -0.09523 1.27424 1.54142

[10]
26
Properties=species:S:1:pos:R:3 method="wB97M-V/def2-TZVPD" orbital_gap_ev=9.2 smiles=CCCC[n+]1nn(C)c(C#N)c1C#N spin_multiplicity=1 total_charge=+1 e_tot_ha=-623.5241 de_lowest_kj_mol=425.9
N -4.89112 0.45178 1.10413
N -0.12435 -0.13253 0.90105
N -1.64166 2.59786 -1.14535
N -0.54355 -1.15898 1.61832
N -1.82035 -1.02296 1.84918
C -1.44647 1.85633 -0.26745
C 2.64242 0.70290 -1.60863
C -2.32352 0.12869 1.31185
C -2.46201 -1.85456 2.83869
C -1.35071 0.81444 0.64730
C 1.18149 0.14234 0.42075
C 1.34448 0.11125 -1.12034
C 2.97190 0.35509 -3.06696
C -3.76693 0.34347 1.39018
H 1.69116 0.98329 0.79649
H 2.21642 -0.45009 -3.34562
H -3.58115 -1.69030 2.69299
H -2.24301 -2.95558 2.64367
H 0.35949 0.52327 -1.46957
H 1.49032 -0.87613 -1.55551
H 3.26858 0.15969 -0.90266
H 1.71630 -0.67135 0.89475
H -2.16226 -1.48592 3.82562
H 2.71102 1.29804 -3.77087
H 4.00944 -0.02303 -3.27113
H 2.75409 1.85300 -1.41087